{"formula": "C36H33Cl3MoN6OS6Sb", "method": "the ωB97M-V functional and the def2-TZVPD basis", "symbols": ["Mo", "C", "C", "C", "C", "C", "C", "C", "C", "S", "C", "N", "C", "C", "C", "C", "C", "C", "C", "C", "H", "H", "H", "H", "H", "H", "H", "H", "H", "H", "H", "H", "H", "H", "H", "H", "S", "Sb", "S", "S", "S", "Cl", "C", "C", "C", "Cl", "C", "O", "C", "Cl", "C", "H", "H", "C", "C", "N", "C", "C", "C", "C", "C", "C", "C", "C", "N", "C", "N", "H", "H", "H", "H", "H", "H", "H", "H", "H", "C", "N", "C", "N", "S", "H", "H", "H", "H", "H", "H"], "xyz": [[0.545, -0.407, 0.816], [-0.358, 1.544, -5.906], [-1.367, 1.318, -4.768], [-1.299, 2.502, -3.808], [-2.792, 1.258, -5.342], [-1.056, -0.010, -4.089], [-1.278, -1.195, -4.807], [-1.077, -2.439, -4.253], [-0.629, -2.501, -2.944], [-0.348, -3.918, -1.980], [0.130, -2.891, -0.661], [0.098, -1.601, -0.915], [-0.360, -1.345, -2.205], [-0.581, -0.097, -2.791], [0.545, -3.383, 0.629], [0.684, -4.744, 0.913], [1.103, -5.140, 2.167], [1.375, -4.172, 3.131], [1.228, -2.825, 2.840], [0.805, -2.380, 1.586], [-0.611, 2.459, -6.446], [-0.364, 0.714, -6.615], [0.653, 1.646, -5.509], [-1.543, 3.421, -4.344], [-0.307, 2.626, -3.374], [-2.030, 2.388, -3.005], [-3.101, 2.251, -5.671], [-3.487, 0.919, -4.573], [-2.861, 0.582, -6.196], [-1.650, -1.147, -5.820], [-1.283, -3.347, -4.803], [-0.413, 0.787, -2.195], [0.457, -5.476, 0.146], [1.205, -6.191, 2.405], [1.695, -4.475, 4.121], [1.444, -2.102, 3.619], [-3.941, -1.167, -2.351], [-4.195, 0.259, -0.540], [-1.756, -1.116, 1.439], [-1.644, 0.645, 0.491], [-4.298, 2.308, -1.626], [1.548, 6.844, -2.265], [1.461, 5.192, -1.745], [0.910, 4.873, -0.523], [0.861, 3.554, -0.108], [0.174, 3.263, 1.446], [1.368, 2.466, -0.876], [1.408, 1.207, -0.512], [1.881, 2.881, -2.136], [2.459, 1.683, -3.253], [1.940, 4.192, -2.565], [0.515, 5.641, 0.124], [2.344, 4.423, -3.539], [2.507, 1.624, 4.094], [2.050, 1.211, 2.872], [0.965, 0.426, 2.696], [0.284, 0.106, 3.825], [0.655, 0.526, 5.117], [1.821, 1.279, 5.239], [-0.073, 0.132, 6.345], [-1.380, -0.025, 6.593], [-2.564, 0.307, 5.794], [-2.687, 1.469, 5.034], [-3.893, 1.675, 4.392], [-4.898, 0.811, 4.481], [-4.682, -0.261, 5.228], [-3.587, -0.544, 5.912], [3.407, 2.220, 4.148], [2.578, 1.494, 1.973], [-0.560, -0.557, 3.707], [2.164, 1.610, 6.211], [0.594, -0.083, 7.173], [-1.657, -0.468, 7.542], [-1.875, 2.178, 4.954], [-4.066, 2.552, 3.777], [-5.493, -0.978, 5.296], [3.525, -3.744, -1.694], [3.443, -2.887, -0.531], [3.183, -1.582, -0.541], [3.094, -0.911, -1.682], [3.200, -0.740, 0.948], [3.361, -4.772, -1.380], [4.509, -3.663, -2.163], [2.761, -3.490, -2.429], [3.531, -3.303, 0.382], [2.923, -1.402, -2.548], [2.655, 0.010, -1.582]], "forces_ev_per_a": [[-1.1, 0.6, -1.1], [0.0, -0.1, 0.1], [0.0, 0.2, -0.2], [0.0, -0.1, 0.1], [0.0, -0.1, 0.1], [0.1, 0.0, 0.1], [0.1, -0.2, 0.0], [0.0, 0.0, -0.1], [0.2, 0.0, 0.2], [0.1, 0.5, 0.3], [-0.1, -0.2, -0.7], [0.1, -0.8, -0.3], [-0.1, 0.0, -0.6], [0.1, 0.1, 0.1], [0.2, -0.1, 0.6], [0.0, 0.2, -0.2], [0.0, -0.1, 0.0], [0.0, 0.1, 0.0], [0.0, 0.0, 0.1], [-0.3, -0.5, -0.1], [0.0, 0.0, 0.0], [0.0, 0.0, -0.1], [0.0, 0.0, 0.0], [0.0, 0.0, 0.0], [0.0, 0.0, 0.0], [0.0, 0.0, 0.1], [0.0, 0.0, 0.0], [0.0, 0.0, 0.0], [0.0, 0.0, 0.0], [0.0, 0.1, 0.0], [-0.1, 0.0, -0.1], [0.0, 0.0, 0.0], [0.0, -0.1, 0.0], [0.0, 0.0, 0.0], [0.0, 0.0, 0.0], [0.1, -0.1, 0.0], [-0.1, -0.1, 0.7], [-0.8, 0.3, -1.8], [1.0, -0.4, 0.6], [1.0, 0.5, 0.3], [-0.1, -0.2, 0.6], [0.0, 0.2, 0.0], [0.0, -0.1, 0.0], [0.0, 0.0, 0.0], [0.3, -0.4, -0.3], [0.0, 0.1, 0.2], [-0.1, 0.1, -0.1], [-0.2, 0.1, 0.3], [-0.1, 0.0, 0.3], [0.1, 0.0, -0.1], [0.0, 0.0, 0.0], [0.0, 0.0, 0.0], [0.0, 0.0, 0.0], [0.3, 0.2, 0.4], [-0.1, -0.1, -0.7], [0.2, 0.7, 2.5], [0.3, 0.2, 0.2], [-0.1, 0.2, -0.4], [-0.4, -0.1, -0.1], [-0.3, -0.1, -0.1], [0.5, 0.0, 0.1], [-0.2, 0.3, -0.4], [0.2, -0.2, 0.0], [-0.1, 0.0, -0.1], [-0.1, 0.1, -0.1], [-0.2, 0.0, 0.0], [0.2, -0.2, 0.1], [0.0, 0.0, -0.1], [-0.1, 0.0, 0.0], [-0.2, 0.0, -0.2], [0.0, 0.0, 0.1], [0.0, -0.1, 0.0], [0.1, 0.1, 0.1], [0.0, 0.0, 0.0], [0.1, 0.0, 0.0], [0.0, 0.0, 0.0], [0.1, 0.1, -0.1], [-0.2, 0.0, -0.1], [1.1, -0.3, 0.1], [-0.5, 0.0, 0.0], [-0.4, -0.1, 0.0], [0.0, 0.0, 0.0], [0.0, 0.0, 0.0], [-0.1, 0.0, 0.0], [-0.1, 0.1, 0.0], [0.0, 0.1, 0.0], [0.1, -0.1, -0.1]], "lowdin_spin": [1.789, 0.000, 0.000, 0.000, 0.000, 0.001, -0.002, 0.002, -0.001, 0.012, 0.028, 0.007, 0.004, -0.001, 0.005, 0.002, 0.003, 0.002, 0.003, -0.006, 0.000, 0.000, 0.000, 0.000, 0.000, 0.000, 0.000, 0.000, 0.000, 0.000, 0.000, -0.001, 0.000, 0.000, 0.000, 0.000, 0.011, -0.004, -0.016, 0.021, -0.009, 0.001, 0.002, 0.000, 0.003, 0.002, 0.002, 0.030, 0.002, 0.001, -0.001, 0.000, 0.000, -0.002, 0.030, 0.021, 0.031, -0.002, 0.026, 0.000, -0.004, 0.000, 0.000, 0.000, 0.000, 0.000, 0.000, -0.001, 0.002, 0.002, 0.002, 0.000, 0.000, 0.000, 0.000, 0.000, 0.000, 0.000, 0.006, 0.005, -0.005, 0.000, 0.000, 0.000, 0.000, 0.000, 0.000], "homo_lumo_gap_ev": [4.78, 4.54], "relative_energy_ev": 1.658, "total_charge": -1, "e_lumo_ev": [1.37, 1.13], "max_force_ha_per_bohr": 0.051, "spin_multiplicity": 3, "energy_ha": -5873.7859}

{"formula": "C27H61NbO12PS6", "method": "the ωB97M-V functional and the def2-TZVPD basis", "symbols": ["C", "C", "P", "C", "Nb", "H", "H", "H", "H", "H", "H", "H", "H", "H", "H", "H", "H", "H", "C", "C", "C", "S", "O", "O", "C", "H", "H", "H", "H", "H", "H", "H", "H", "C", "C", "C", "S", "O", "O", "C", "H", "H", "H", "H", "H", "H", "H", "H", "C", "C", "C", "S", "O", "O", "C", "H", "H", "H", "H", "H", "H", "H", "H", "C", "C", "C", "S", "O", "O", "C", "H", "H", "H", "H", "H", "H", "H", "H", "C", "C", "C", "S", "O", "O", "C", "H", "H", "H", "H", "H", "H", "H", "H", "C", "C", "C", "S", "O", "O", "C", "H", "H", "H", "H", "H", "H", "H", "H"], "xyz": [[2.035, 0.427, -1.980], [2.303, 0.909, -0.407], [2.147, 2.832, -0.419], [0.734, 3.223, 0.804], [4.413, 3.704, 0.355], [3.101, 0.293, -2.452], [1.519, 1.323, -2.574], [1.354, -0.533, -2.045], [1.528, 0.436, 0.352], [3.375, 0.557, -0.016], [-0.023, 3.958, 0.246], [1.081, 3.637, 1.842], [0.087, 2.249, 1.041], [4.491, 2.398, 1.636], [5.219, 2.534, -0.820], [4.368, 4.962, -0.989], [3.637, 4.852, 1.517], [6.077, 4.232, 0.896], [-2.136, 1.541, 4.395], [-2.761, 2.595, 5.308], [-1.673, 3.614, 5.643], [-0.537, 3.603, 4.264], [0.740, 3.096, 4.723], [-0.660, 4.849, 3.534], [-1.356, 2.316, 3.343], [-2.895, 0.897, 3.939], [-1.456, 0.905, 4.974], [-3.583, 3.093, 4.781], [-3.176, 2.148, 6.217], [-2.086, 4.618, 5.765], [-1.118, 3.327, 6.541], [-0.620, 1.705, 2.818], [-2.030, 2.794, 2.626], [1.685, 1.472, -6.396], [2.736, 0.372, -6.262], [2.006, -0.916, -5.885], [0.358, -0.773, -6.561], [-0.586, -0.714, -5.465], [0.212, -1.705, -7.661], [0.559, 0.869, -7.223], [2.094, 2.370, -6.869], [1.313, 1.752, -5.403], [3.248, 0.238, -7.223], [3.497, 0.627, -5.518], [2.497, -1.796, -6.308], [1.919, -1.024, -4.800], [-0.378, 1.422, -7.141], [0.849, 0.773, -8.273], [-7.021, -2.034, 3.910], [-7.645, -0.980, 4.823], [-6.558, 0.039, 5.158], [-5.422, 0.028, 3.779], [-4.145, -0.478, 4.238], [-5.545, 1.274, 3.050], [-6.241, -1.259, 2.859], [-7.780, -2.678, 3.454], [-6.341, -2.670, 4.489], [-8.468, -0.482, 4.296], [-8.061, -1.427, 5.732], [-6.971, 1.043, 5.280], [-6.003, -0.248, 6.056], [-5.505, -1.870, 2.333], [-6.915, -0.781, 2.142], [-2.175, -4.787, -9.952], [-1.738, -3.987, -8.726], [-2.974, -3.768, -7.856], [-4.065, -5.145, -8.183], [-5.260, -4.643, -8.828], [-4.115, -6.001, -7.015], [-3.040, -5.919, -9.418], [-1.318, -5.167, -10.516], [-2.764, -4.147, -10.620], [-0.988, -4.559, -8.166], [-1.280, -3.033, -9.008], [-2.720, -3.751, -6.793], [-3.498, -2.848, -8.129], [-3.664, -6.382, -10.185], [-2.431, -6.679, -8.919], [0.392, -2.709, 0.908], [1.569, -2.449, 1.847], [2.414, -3.722, 1.887], [2.164, -4.537, 0.316], [1.479, -5.790, 0.552], [3.383, -4.453, -0.463], [0.988, -3.364, -0.330], [-0.140, -1.787, 0.657], [-0.320, -3.392, 1.387], [2.170, -1.619, 1.456], [1.232, -2.167, 2.849], [3.475, -3.496, 2.014], [2.079, -4.399, 2.677], [0.247, -3.878, -0.944], [1.539, -2.636, -0.934], [5.633, 4.055, 5.227], [4.147, 4.172, 5.565], [3.624, 2.760, 5.824], [5.017, 1.812, 6.417], [5.328, 0.790, 5.440], [4.825, 1.509, 7.822], [6.221, 3.118, 6.271], [6.130, 5.030, 5.237], [5.752, 3.625, 4.226], [4.025, 4.783, 6.468], [3.587, 4.660, 4.761], [2.834, 2.757, 6.580], [3.262, 2.292, 4.905], [7.188, 2.703, 5.981], [6.299, 3.611, 7.245]], "forces_ev_per_a": [[0.3, 0.5, 0.3], [0.0, -1.1, -0.1], [-0.3, -1.2, 1.4], [-1.9, -0.2, 0.5], [-0.1, 0.5, -0.8], [-2.1, -0.1, 0.7], [1.0, -2.1, 1.4], [1.5, 1.8, 0.0], [1.3, 1.0, -1.6], [-2.3, 0.8, -1.1], [1.7, -1.4, 1.5], [-0.6, -0.5, -2.2], [1.5, 1.9, -0.8], [0.3, -0.3, 0.3], [0.0, -0.3, -0.3], [0.4, 0.3, -0.2], [-0.4, 0.5, 0.4], [0.0, -0.2, 0.5], [0.0, -0.1, -0.2], [-0.3, -0.1, 0.0], [-0.4, 0.1, 0.7], [0.1, 0.3, -0.7], [-0.2, 0.4, -0.1], [0.4, -0.3, 0.5], [-0.2, -0.5, 0.0], [0.7, 0.5, 0.2], [-0.1, 0.0, -0.1], [0.1, -0.1, 0.0], [0.0, 0.1, -0.1], [0.3, -0.1, -0.1], [0.0, 0.1, -0.2], [0.0, 0.3, 0.2], [0.2, 0.0, 0.1], [0.0, 0.2, 0.2], [0.4, 0.1, -0.1], [0.6, -0.2, 0.3], [0.0, 0.1, 0.1], [0.1, -0.3, -0.5], [-0.3, 0.0, 0.3], [0.0, 0.5, -0.2], [-0.1, -0.1, 0.1], [0.0, 0.0, -0.1], [-0.1, 0.0, 0.1], [-0.1, -0.1, -0.1], [-0.3, 0.0, 0.1], [-0.1, 0.0, -0.2], [0.0, -0.2, 0.0], [-0.1, -0.1, 0.1], [0.0, -0.3, 0.1], [-0.4, -0.1, 0.0], [-0.4, 0.1, 0.6], [-0.3, 0.2, -0.4], [-0.7, -0.2, -0.1], [0.5, -0.4, 0.4], [-0.2, -0.4, -0.3], [0.1, 0.1, 0.1], [-0.1, 0.1, -0.1], [0.1, -0.1, 0.1], [0.1, 0.1, -0.1], [0.3, -0.1, -0.1], [0.0, 0.1, -0.2], [0.0, 0.2, 0.1], [0.2, 0.0, 0.1], [0.0, 0.1, -0.2], [0.4, 0.1, -0.1], [0.3, 0.5, 0.2], [0.0, -0.2, 0.3], [0.1, -0.3, 0.3], [-0.4, 0.3, -0.4], [0.3, -0.3, -0.5], [-0.1, 0.0, 0.1], [0.0, -0.1, 0.0], [-0.1, 0.1, -0.1], [-0.1, -0.2, 0.2], [-0.2, 0.0, -0.2], [0.0, -0.2, 0.1], [-0.1, 0.0, 0.2], [-0.1, 0.1, 0.0], [-0.2, 0.0, 0.1], [0.0, 0.4, 0.1], [0.2, 0.2, 0.6], [0.3, 0.1, -0.3], [0.3, 0.1, -0.2], [-0.5, -0.5, 0.2], [-0.4, 0.3, -0.2], [0.1, -0.1, 0.0], [0.0, 0.1, -0.1], [-0.1, -0.1, 0.1], [0.1, 0.0, -0.2], [-0.2, -0.2, -0.1], [0.1, 0.0, -0.2], [0.2, -0.1, 0.0], [0.0, -0.1, 0.1], [0.0, 0.0, -0.3], [-0.1, 0.4, -0.1], [-0.5, 0.2, -0.2], [-0.1, 0.1, -0.2], [0.0, 0.0, 0.6], [0.1, -0.4, -0.2], [0.5, 0.4, 0.0], [0.0, -0.1, 0.0], [0.0, 0.1, 0.1], [0.0, -0.1, -0.1], [0.1, -0.2, 0.1], [0.2, -0.2, -0.2], [0.1, 0.0, 0.2], [-0.2, -0.1, 0.1], [0.0, -0.2, -0.1]], "mulliken_charge": [-0.839, 0.246, 0.092, -0.501, -1.051, 0.209, 0.261, 0.127, -0.394, 0.371, 0.301, 0.195, -0.102, 0.049, 0.008, -0.006, 0.023, -0.017, -0.310, -0.629, -0.785, 1.029, -0.503, -0.652, -0.479, 0.143, 0.289, 0.264, 0.415, 0.358, 0.356, 0.171, 0.435, -0.489, -0.646, -0.398, 1.166, -0.689, -0.671, -0.763, 0.338, 0.209, 0.320, 0.348, 0.374, 0.096, 0.428, 0.373, -0.529, -0.631, -0.709, 1.302, -0.740, -0.732, -0.809, 0.349, 0.284, 0.298, 0.314, 0.377, 0.393, 0.381, 0.358, -0.691, -0.390, -0.643, 1.171, -0.666, -0.678, -0.720, 0.358, 0.321, 0.265, 0.239, 0.343, 0.358, 0.401, 0.347, -0.690, -0.391, -0.726, 1.124, -0.671, -0.673, -0.450, 0.358, 0.359, 0.052, 0.435, 0.415, 0.331, 0.457, 0.088, -0.525, -0.609, -0.458, 1.185, -0.656, -0.713, -0.737, 0.333, 0.246, 0.302, 0.274, 0.343, 0.254, 0.408, 0.343], "homo_lumo_gap_ev": 5.79, "total_charge": -1, "e_lumo_ev": 1.47, "max_force_ha_per_bohr": 0.053, "spin_multiplicity": 1, "energy_ha": -4755.3474}

{"formula": "CH6O2", "method": "the ωB97M-V functional and the def2-TZVPD basis", "symbols": ["C", "O", "H", "H", "H", "H", "O", "H", "H"], "xyz": [[1.319, -0.384, -0.113], [0.412, 0.852, -0.207], [0.845, -1.218, -0.876], [2.365, -0.060, -0.071], [1.159, -0.907, 0.936], [0.278, 1.149, 0.863], [-2.315, -0.175, -0.015], [-2.680, 0.572, -0.518], [-1.384, 0.172, 0.001]], "forces_ev_per_a": [[-3.2, -1.3, 1.3], [0.8, -0.8, 4.9], [1.9, 2.5, 1.5], [-0.3, -0.3, -1.0], [0.1, 1.1, -2.0], [0.7, -1.1, -4.6], [1.1, 1.3, -0.3], [-0.5, -0.5, 0.1], [-0.6, -0.8, 0.1]], "mulliken_charge": [-0.528, -0.601, 0.242, 0.277, 0.232, 0.345, -0.652, 0.310, 0.376], "homo_lumo_gap_ev": 11.58, "relative_energy_ev": 1.282, "total_charge": 0, "e_lumo_ev": 0.60, "max_force_ha_per_bohr": 0.098, "spin_multiplicity": 1, "energy_ha": -192.1111}